1.
{
  "formula": "C4H10N2O",
  "method": "wB97M-V/def2-TZVPD",
  "species": ["C", "C", "N", "N", "C", "C", "O", "H", "H", "H", "H", "H", "H", "H", "H", "H", "H"],
  "xyz": [[-0.0509, -0.6594, -0.8206], [0.2602, -1.6618, -1.8923], [0.7444, 0.4044, 1.1505], [1.0600, -0.1816, -0.1087], [-0.7083, 0.4207, 1.3375], [-1.4220, 1.5417, 0.9428], [1.2764, 1.7385, 1.1575], [2.0777, 1.6552, 1.6887], [1.7869, -0.8765, 0.0313], [-0.9866, -0.1024, 2.2480], [-0.7097, 0.1710, -1.1037], [-0.9506, -0.6834, 0.3215], [0.8343, -2.5013, -1.4941], [0.8605, -1.2081, -2.6855], [-0.6584, -2.0324, -2.3457], [-2.4169, 1.7206, 1.3180], [-0.9970, 2.2546, 0.2549]],
  "atomic_forces_ev_per_a": [[-2.4, 1.0, 2.3], [-0.2, -0.2, 0.3], [0.5, -0.6, -0.6], [1.5, 0.3, 0.1], [-0.6, 3.3, 0.9], [1.0, -1.8, 0.7], [-0.5, 0.0, -0.2], [-0.2, -0.1, 0.0], [-0.3, 0.0, 0.0], [-0.4, -0.2, -0.3], [0.4, 0.1, -0.9], [1.3, -1.6, -2.5], [-0.1, -0.1, 0.0], [0.0, 0.1, 0.1], [0.1, -0.1, 0.0], [-0.1, -0.1, 0.0], [0.1, 0.0, -0.1]],
  "fmax_ev_per_a": 3.5,
  "homo_lumo_gap_ev": 8.22,
  "homo_energy_ev": -7.57
}



2.
{
  "formula": "C5H7NO2",
  "method": "wB97M-V/def2-TZVPD",
  "species": ["C", "C", "C", "N", "C", "C", "O", "O", "H", "H", "H", "H", "H", "H", "H"],
  "xyz": [[-0.6279, -1.4768, 0.2953], [-1.2323, 0.9745, -0.1900], [-0.1418, -0.1260, -0.0910], [-1.1601, 1.9392, 0.7632], [2.2392, -0.7078, -0.6073], [1.0470, 0.2835, -0.5165], [-2.1019, 0.9404, -1.0433], [2.2595, -1.8315, -0.1365], [-1.8944, 2.6356, 0.7869], [-0.4970, 1.9026, 1.5234], [3.1243, -0.2835, -1.1177], [1.2747, 1.2823, -0.8674], [-0.1910, -1.7993, 1.2455], [-0.3846, -2.2167, -0.4735], [-1.7139, -1.5163, 0.4289]],
  "atomic_forces_ev_per_a": [[-0.2, -0.6, 0.2], [-0.1, -0.8, 0.1], [-1.4, 1.8, -0.5], [0.0, 0.2, 0.1], [-1.1, 0.3, 0.6], [2.1, -2.1, 0.0], [0.5, 0.0, 0.4], [-0.2, 1.2, -0.6], [0.2, -0.2, 0.0], [-0.1, -0.1, -0.3], [0.0, -0.2, 0.0], [-0.3, 0.1, 0.1], [0.2, 0.0, -0.2], [0.2, 0.1, 0.2], [0.2, 0.3, -0.1]],
  "fmax_ev_per_a": 3.0,
  "homo_lumo_gap_ev": 9.76,
  "smiles": "C/C(=C\\C=O)C(N)=O",
  "homo_energy_ev": -9.64
}



3.
{
  "formula": "CH3NO",
  "method": "wB97M-V/def2-TZVPD",
  "species": ["C", "N", "O", "H", "H", "H"],
  "xyz": [[0.4898, -0.0088, 0.4024], [-0.5773, -0.2546, -0.4406], [0.4254, 0.0525, 1.6015], [1.4574, 0.1306, -0.1062], [-0.3269, 0.0296, -1.3758], [-1.4685, 0.0507, -0.0813]],
  "atomic_forces_ev_per_a": [[-0.2, 0.0, 0.3], [1.2, 0.5, 0.1], [-0.2, 0.0, 0.2], [-0.1, -0.2, -0.3], [-0.6, -0.1, -0.2], [-0.1, -0.1, -0.1]],
  "fmax_ev_per_a": 1.2,
  "homo_lumo_gap_ev": 11.12,
  "smiles": "NC=O",
  "homo_energy_ev": -10.17
}



4.
{
  "formula": "C4H8OS",
  "method": "wB97M-V/def2-TZVPD",
  "species": ["O", "C", "C", "C", "C", "S", "H", "H", "H", "H", "H", "H", "H", "H"],
  "xyz": [[2.7836, 1.5494, 1.4864], [1.5476, 1.3880, 1.2799], [0.8383, 0.8133, 0.0412], [-0.3420, -0.3656, 0.4510], [-1.2576, -0.5569, -0.8125], [-0.7438, -1.7109, -2.2196], [0.8491, 1.6013, 2.0885], [1.4783, 0.1722, -0.5819], [0.6049, 1.7332, -0.5385], [0.1015, -1.3466, 0.6211], [-0.9444, 0.1599, 1.2102], [-1.7578, 0.3375, -1.2308], [-2.2513, -1.0756, -0.4754], [-0.9064, -2.6992, -1.3196]],
  "atomic_forces_ev_per_a": [[-4.3, -0.5, -1.2], [3.7, -0.8, 0.2], [0.3, -2.1, 0.7], [0.3, 3.6, -3.0], [-2.9, -1.0, 0.6], [0.0, 0.8, 1.7], [-0.2, 0.4, 0.4], [0.5, 0.8, 0.2], [-0.9, -0.9, 0.2], [0.2, 0.5, 0.8], [0.1, -1.1, 0.1], [1.1, 0.0, 0.1], [1.9, 0.6, -0.2], [0.2, -0.3, -0.6]],
  "fmax_ev_per_a": 4.7,
  "homo_lumo_gap_ev": 10.15,
  "smiles": "O=CCCCS",
  "homo_energy_ev": -9.40
}



5.
{
  "formula": "C4H14NO3",
  "method": "wB97M-V/def2-TZVPD",
  "species": ["C", "C", "C", "C", "O", "N", "H", "H", "H", "H", "H", "H", "H", "H", "H", "H", "H", "H", "O", "H", "H", "O"],
  "xyz": [[-0.7081, 2.4576, 0.1968], [-0.0823, 1.0890, 0.1125], [0.6634, 0.8595, -1.2159], [1.5282, -0.3969, -1.1516], [2.3857, -0.5502, -0.0917], [-1.0518, 0.0370, 0.3946], [0.0175, 3.2698, 0.1674], [-1.2547, 2.5378, 1.1509], [-1.5992, 2.6007, -0.4243], [0.7576, 1.0081, 0.8014], [1.2204, 1.7790, -1.4327], [-0.0512, 0.7342, -2.0422], [2.1716, -0.4017, -2.0493], [0.8333, -1.2450, -1.3365], [-0.6659, -0.5771, 1.1093], [-1.1612, -0.5688, -0.4090], [-2.8749, -2.9314, 1.2517], [-1.8982, -2.1216, 0.6076], [-2.5612, -2.7843, 0.3494], [1.8476, -0.9144, 0.9393], [1.5677, -2.2966, 1.5302], [0.9157, -1.5847, 1.5423]],
  "atomic_forces_ev_per_a": [[-1.3, 0.2, 1.3], [0.7, -0.4, -1.0], [-0.6, 0.4, 0.3], [0.5, -0.4, -0.9], [0.3, 0.4, 1.3], [-0.6, -0.1, 0.3], [-0.1, 0.1, -0.4], [0.6, 0.0, 0.3], [0.6, 0.0, -0.9], [-0.2, 0.2, 0.6], [0.3, -0.2, 0.0], [-0.1, 0.0, 0.0], [-0.2, 0.1, -0.2], [0.1, -0.1, 0.5], [0.3, 0.1, -0.1], [0.1, 0.2, -0.2], [-0.4, -0.5, -0.2], [0.2, -0.1, -0.7], [0.2, 0.4, 1.0], [-1.2, 0.1, -1.8], [-0.6, -0.5, 0.3], [1.2, 0.1, 0.5]],
  "fmax_ev_per_a": 2.2,
  "charge": -1,
  "homo_lumo_gap_ev": 7.99,
  "homo_energy_ev": -4.04
}



6.
{
  "formula": "C27H42N3PdSSbSi3",
  "method": "wB97M-V/def2-TZVPD",
  "species": ["Pd", "C", "Sb", "C", "C", "C", "C", "C", "C", "N", "Si", "C", "C", "C", "C", "C", "C", "C", "C", "C", "N", "Si", "C", "C", "C", "Si", "C", "C", "C", "H", "H", "H", "H", "H", "H", "H", "H", "H", "H", "H", "H", "H", "H", "H", "H", "H", "H", "H", "H", "H", "H", "H", "H", "H", "H", "H", "H", "H", "H", "H", "H", "H", "H", "H", "H", "H", "H", "S", "C", "C", "C", "C", "C", "N", "H", "H", "H", "H"],
  "xyz": [[0.2298, 0.4089, -0.4167], [3.5785, -0.4467, -3.1700], [2.4716, -0.3413, -1.3662], [1.8272, 1.6633, -1.1237], [0.9787, 1.9794, -2.3141], [1.1582, 2.8188, -3.3996], [0.1119, 2.9321, -4.3050], [-1.0743, 2.2311, -4.1087], [-1.1941, 1.4085, -3.0062], [-0.1659, 1.2918, -2.1684], [2.2461, 3.2148, -0.0706], [3.5989, 4.1567, -0.9618], [0.7423, 4.3200, -0.0779], [2.6822, 2.6992, 1.6719], [3.3134, -1.0752, 0.4313], [2.3801, -0.7060, 1.5598], [2.8182, -0.9993, 2.8537], [1.9841, -0.8935, 3.9461], [0.6718, -0.5055, 3.7390], [0.2845, -0.2003, 2.4573], [1.1005, -0.2632, 1.3854], [3.0509, -3.0341, 0.3160], [3.4083, -3.6318, -1.4261], [4.0926, -3.9241, 1.5782], [1.2406, -3.3668, 0.6501], [5.2113, -0.6207, 0.4944], [5.4589, 1.1632, -0.0116], [6.0922, -1.6601, -0.7897], [6.0287, -0.8571, 2.1562], [2.9252, -0.1160, -3.9742], [3.9013, -1.4688, -3.3417], [4.4281, 0.2230, -3.0594], [2.0805, 3.3697, -3.5230], [0.2147, 3.5784, -5.1666], [-1.8981, 2.3229, -4.8013], [-2.0868, 0.8405, -2.7821], [3.1822, 4.6612, -1.8363], [4.4625, 3.5760, -1.2774], [3.9659, 4.9450, -0.2987], [0.5809, 4.7636, -1.0624], [0.9254, 5.1442, 0.6171], [-0.1863, 3.8420, 0.2313], [3.2215, 1.7552, 1.7307], [1.7736, 2.6086, 2.2721], [3.3079, 3.4633, 2.1388], [3.8292, -1.3440, 2.9867], [2.3502, -1.1276, 4.9371], [-0.0430, -0.4275, 4.5448], [-0.7212, 0.1392, 2.2693], [4.4099, -3.4107, -1.7943], [2.6741, -3.2805, -2.1593], [3.3090, -4.7209, -1.4113], [5.1579, -3.7152, 1.5120], [3.9635, -4.9975, 1.4143], [3.7633, -3.7182, 2.5979], [0.5846, -2.7656, 0.0161], [0.9611, -3.1854, 1.6895], [1.0361, -4.4185, 0.4342], [4.8699, 1.4563, -0.8826], [6.5098, 1.3024, -0.2779], [5.2331, 1.8635, 0.7924], [5.7442, -1.4861, -1.8102], [6.0701, -2.7317, -0.6039], [7.1417, -1.3540, -0.7652], [5.6577, -0.1691, 2.9172], [7.0858, -0.6196, 2.0032], [5.9867, -1.8748, 2.5461], [-1.5426, 1.6748, 0.5320], [-2.4282, 0.1830, 0.2277], [-3.7955, -0.0143, 0.3667], [-4.3088, -1.2519, 0.0243], [-3.4652, -2.2513, -0.4538], [-2.1176, -1.9822, -0.5599], [-1.6113, -0.7939, -0.2068], [-4.4285, 0.7854, 0.7246], [-5.3700, -1.4400, 0.1207], [-3.8478, -3.2211, -0.7360], [-1.4143, -2.7225, -0.9184]],
  "atomic_forces_ev_per_a": [[0.4, -0.3, -0.3], [-0.1, -0.1, -0.1], [0.1, 0.3, 0.2], [-0.3, 0.0, 0.0], [0.0, 0.0, -0.1], [0.0, 0.0, 0.0], [0.0, 0.0, 0.0], [0.0, 0.0, 0.0], [0.0, 0.0, 0.0], [0.0, -0.1, 0.0], [0.1, 0.1, 0.1], [-0.1, 0.0, 0.0], [0.0, 0.0, 0.0], [0.0, 0.0, 0.0], [0.0, -0.1, 0.0], [0.0, 0.0, 0.0], [0.0, 0.0, 0.0], [0.0, 0.0, 0.0], [0.0, 0.0, 0.0], [0.0, 0.1, 0.0], [0.1, -0.1, 0.0], [0.0, 0.0, -0.1], [0.0, 0.0, 0.0], [-0.1, 0.0, 0.0], [0.0, 0.0, 0.0], [0.0, 0.0, 0.0], [0.0, 0.0, 0.0], [0.0, 0.1, 0.0], [0.0, 0.0, 0.0], [0.0, 0.0, 0.0], [0.0, 0.0, 0.0], [0.0, 0.0, 0.0], [0.0, 0.0, 0.0], [0.0, 0.0, 0.0], [0.0, 0.0, 0.0], [0.0, 0.0, 0.0], [0.0, 0.0, 0.0], [0.0, 0.0, 0.0], [0.0, 0.0, 0.0], [0.0, 0.0, 0.0], [0.0, 0.0, 0.0], [0.0, 0.0, 0.0], [0.0, 0.0, 0.0], [0.0, 0.0, 0.0], [0.0, 0.0, 0.0], [0.0, 0.0, 0.0], [0.0, 0.0, 0.0], [0.0, 0.0, 0.0], [0.0, 0.0, 0.0], [-0.1, 0.0, 0.0], [0.0, 0.0, 0.0], [0.0, 0.0, 0.0], [0.1, 0.0, 0.0], [0.0, 0.0, 0.0], [0.0, 0.0, 0.0], [0.0, 0.0, 0.0], [0.0, 0.0, 0.0], [0.0, 0.0, 0.0], [0.0, 0.0, 0.0], [0.0, 0.0, 0.0], [0.0, 0.0, 0.0], [0.0, 0.0, 0.0], [0.0, 0.0, 0.1], [0.0, 0.0, 0.0], [0.0, 0.0, 0.0], [0.0, 0.0, 0.0], [0.0, 0.0, 0.0], [-0.3, 0.1, 0.0], [0.2, 0.0, 0.0], [0.0, 0.0, 0.0], [0.0, 0.0, 0.0], [0.0, 0.0, 0.0], [-0.1, 0.0, 0.1], [0.0, 0.1, -0.1], [0.0, 0.0, 0.0], [0.0, 0.0, 0.0], [0.0, 0.0, 0.0], [0.0, 0.0, 0.0]],
  "fmax_ev_per_a": 0.6,
  "charge": 2,
  "homo_lumo_gap_ev": 6.24,
  "homo_energy_ev": -13.67
}



7.
{
  "formula": "C14H30GaN5O3S",
  "method": "wB97M-V/def2-TZVPD",
  "species": ["Ga", "N", "N", "C", "O", "O", "H", "H", "H", "C", "C", "C", "C", "C", "H", "H", "H", "H", "H", "H", "H", "H", "H", "H", "C", "N", "C", "C", "N", "C", "S", "H", "H", "H", "H", "H", "H", "H", "H", "C", "N", "C", "C", "C", "O", "H", "H", "H", "H", "H", "H", "H", "H", "H"],
  "xyz": [[0.5762, -0.5028, 0.2755], [-1.7024, 0.3775, 0.0194], [-2.3491, -0.3545, 1.0378], [-1.8428, -1.6498, 1.2882], [-2.5356, -2.4510, 1.8791], [-0.6467, -1.7987, 0.8401], [-1.8171, 1.3683, 0.1860], [-2.0671, 0.1520, -0.9016], [-3.3561, -0.3199, 1.0823], [3.3356, 1.4287, -0.4660], [3.0907, 0.1328, -1.2494], [2.3516, 0.4795, -2.5441], [4.4521, -0.4965, -1.6081], [2.3661, -0.9707, -0.4896], [3.9373, 2.1357, -1.0483], [3.8469, 1.2325, 0.4795], [2.3775, 1.9033, -0.2429], [2.9572, 1.1365, -3.1736], [1.4176, 0.9954, -2.2985], [2.1108, -0.4296, -3.0973], [5.0421, 0.1955, -2.2151], [4.3002, -1.4170, -2.1722], [5.0194, -0.7392, -0.7073], [2.8747, -1.0765, 0.4929], [-2.8778, 4.4844, -0.1840], [-2.7067, 3.5592, -1.2721], [-3.8348, 2.8940, -1.9060], [-3.1702, 2.1228, -3.0526], [-1.7777, 2.1049, -2.6281], [-1.5193, 3.0376, -1.6741], [-0.0137, 3.4279, -1.1120], [-3.5083, 5.3190, -0.4950], [-1.8959, 4.8584, 0.0964], [-3.3367, 4.0012, 0.6851], [-4.5695, 3.6176, -2.2594], [-4.3288, 2.2168, -1.1984], [-3.2932, 2.6460, -4.0050], [-3.5604, 1.1116, -3.1626], [-1.0358, 1.7965, -3.2322], [2.0605, 0.7054, 4.3640], [0.9843, 1.6481, 4.0774], [0.7549, 2.7865, 4.9548], [0.2678, 1.4383, 2.9645], [-0.7937, 2.4247, 2.5673], [0.4836, 0.4299, 2.2785], [2.4840, 0.9189, 5.3408], [2.8446, 0.7787, 3.6087], [1.6787, -0.3143, 4.3468], [1.3325, 2.6554, 5.8647], [-0.2971, 2.8601, 5.2287], [1.0660, 3.7248, 4.4903], [-0.6159, 3.4283, 2.9426], [-1.7631, 2.0707, 2.9269], [-0.8063, 2.4492, 1.4798]],
  "atomic_forces_ev_per_a": [[0.5, -0.1, -0.1], [0.0, -0.2, 0.1], [-0.1, 0.2, 0.1], [-0.2, 0.3, 0.1], [0.2, 0.2, -0.1], [0.6, -0.9, 0.1], [0.1, 0.0, 0.0], [0.0, 0.1, -0.1], [-0.1, 0.0, -0.2], [0.0, 0.0, -0.1], [0.1, -0.3, -0.1], [0.0, -0.1, 0.1], [-0.1, 0.2, -0.1], [-1.1, 0.6, 0.6], [0.0, 0.0, 0.0], [0.0, -0.1, 0.0], [0.0, 0.0, 0.0], [-0.1, 0.1, 0.0], [0.0, 0.1, 0.0], [0.0, 0.0, 0.0], [0.1, 0.0, 0.0], [0.0, 0.0, 0.0], [0.0, 0.0, 0.0], [-0.1, -0.1, 0.0], [0.0, 0.0, 0.1], [0.1, -0.2, -0.2], [0.0, -0.1, 0.1], [0.0, 0.0, -0.1], [-0.2, -0.2, 0.0], [-0.2, 0.3, -0.1], [0.2, 0.0, 0.1], [0.0, 0.0, 0.0], [0.0, 0.0, 0.0], [0.0, 0.0, 0.0], [0.0, 0.0, 0.0], [0.0, 0.0, 0.0], [0.0, 0.0, 0.0], [-0.1, 0.0, 0.0], [0.1, 0.0, 0.1], [0.1, -0.1, -0.1], [0.0, 0.0, 0.0], [0.0, 0.1, -0.1], [0.0, 0.0, 0.0], [0.0, -0.1, 0.0], [0.0, -0.1, -0.1], [0.0, 0.0, 0.0], [0.0, 0.0, 0.0], [0.0, 0.0, 0.0], [0.0, -0.1, 0.0], [0.0, 0.0, 0.0], [0.0, 0.0, 0.0], [0.0, 0.0, 0.0], [0.0, 0.0, 0.0], [0.0, 0.1, 0.0]],
  "fmax_ev_per_a": 1.4,
  "homo_lumo_gap_ev": 6.13,
  "homo_energy_ev": -6.04
}



8.
{
  "formula": "C4H11NO",
  "method": "wB97M-V/def2-TZVPD",
  "species": ["C", "N", "C", "C", "C", "O", "H", "H", "H", "H", "H", "H", "H", "H", "H", "H", "H"],
  "xyz": [[-1.9966, -0.4198, 1.2793], [-0.6401, -0.0624, 1.0313], [0.0923, -0.8860, 0.0875], [1.5772, -0.2263, -0.1322], [1.5135, 0.9078, -1.0281], [-1.4898, 0.9138, -1.4616], [-2.3532, 0.3351, 1.9654], [-2.2699, -1.4923, 1.5067], [-2.5099, -0.0647, 0.3904], [-0.8275, 0.8283, 0.4308], [-0.3539, -0.5363, -0.9221], [0.2743, -1.9207, 0.2986], [2.2713, -0.9841, -0.5052], [2.0489, 0.0100, 0.8257], [1.7043, 1.8908, -0.4912], [2.4270, 0.9692, -1.7570], [0.5320, 0.7377, -1.5183]],
  "atomic_forces_ev_per_a": [[-1.3, -0.4, 0.0], [1.0, 0.3, -2.2], [2.2, 3.4, 1.0], [-0.1, -2.5, 1.6], [2.1, 2.6, -1.8], [0.5, -1.0, 0.2], [-0.4, -0.4, 1.0], [0.6, 1.3, 0.0], [-0.7, -0.8, -0.7], [1.2, -1.2, 1.6], [-1.0, -0.6, -0.5], [-1.0, -0.7, 0.0], [-0.5, -0.4, -0.3], [-0.6, 0.0, 0.3], [-1.2, -0.9, -0.6], [-1.9, -0.6, 0.8], [1.0, 1.7, -0.5]],
  "fmax_ev_per_a": 4.2,
  "homo_lumo_gap_ev": 5.95,
  "homo_energy_ev": -9.33
}